Formula: C24H29Cl48I2O3P
Source: the Open Molecules 2025 dataset
Level of theory: wB97M-V/def2-TZVPD

```
107
C24H29Cl48I2O3P (wB97M-V/def2-TZVPD)
C 2.1616 0.6892 1.7037
C 1.2251 0.6663 2.9167
I 2.1180 -0.6009 4.4602
C -0.2165 0.1852 2.6872
I -0.2574 -1.7538 1.7597
C -1.1106 1.2740 2.0289
P -2.9058 0.9007 1.5336
C -3.3990 -0.0883 2.9894
O -2.8953 -0.2832 0.3921
C -1.3490 2.4015 3.0772
C -0.7898 3.6756 2.4324
O -0.7758 3.3828 1.0207
C -0.5545 2.0646 0.8540
O -0.0033 1.6535 -0.1377
H 2.3893 1.7150 1.4209
H 3.1144 0.2113 1.9320
H 1.7393 0.1975 0.8294
H 1.1888 1.6373 3.4173
H -0.6691 0.0129 3.6643
H -3.1865 0.4608 3.9093
H -2.9204 -1.0692 2.9945
H -4.4835 -0.2164 2.9249
H -2.0689 -0.2839 -0.1185
H -2.3892 2.5092 3.4004
H -0.7962 2.2205 4.0040
H -1.4601 4.4906 2.6703
H 0.2489 3.8522 2.7131
C -2.1914 -5.7334 0.4179
Cl -1.7461 -7.2319 1.2395
Cl -3.1749 -4.7213 1.4694
Cl -0.7496 -4.8721 -0.1237
H -2.7764 -5.9852 -0.4562
C 1.5796 4.6284 -0.8589
Cl 3.2188 4.0386 -0.5639
Cl 1.2313 6.0316 0.1559
Cl 1.3462 5.0036 -2.5641
H 0.8888 3.8415 -0.5897
C -0.3582 -2.0824 -2.6242
Cl 1.0998 -2.8786 -2.0319
Cl -0.5033 -0.5234 -1.8155
Cl -0.3123 -1.9148 -4.3779
H -1.2135 -2.6928 -2.3632
C 4.7306 2.5200 4.1278
Cl 6.2992 1.8142 4.4957
Cl 4.4739 4.0106 5.0395
Cl 4.5408 2.8022 2.3972
H 3.9539 1.8186 4.4137
C 0.3250 7.4875 4.3136
Cl 0.2227 7.9143 6.0194
Cl 1.5530 6.2464 4.0492
Cl -1.2501 6.9646 3.7071
H 0.6207 8.3701 3.7627
C 1.6758 -7.1190 2.5984
Cl 2.2167 -5.4640 2.3210
Cl 2.7084 -8.2652 1.7436
Cl 1.6337 -7.4665 4.3263
H 0.6709 -7.2092 2.2104
C -5.4141 5.1882 3.9918
Cl -3.9259 5.3897 3.0609
Cl -5.6619 3.4910 4.4006
Cl -5.3887 6.1900 5.4394
H -6.2437 5.5041 3.3733
C 0.5335 -3.6409 -8.0585
Cl 1.9648 -4.2934 -7.2710
Cl 0.2752 -1.9737 -7.5362
Cl 0.6397 -3.7644 -9.8099
H -0.3223 -4.2146 -7.7273
C 5.1328 -2.4816 -1.5870
Cl 5.8380 -1.6927 -0.1716
Cl 4.0507 -3.7875 -1.0824
Cl 4.3145 -1.3061 -2.6063
H 5.9342 -2.9231 -2.1642
C 2.2372 0.8894 -9.3357
Cl 3.9804 1.1177 -9.1399
Cl 1.4220 2.4409 -9.5183
Cl 1.8976 -0.1725 -10.6952
H 1.8623 0.4156 -8.4381
C -9.8692 4.7651 3.1949
Cl -8.4383 4.9982 2.1846
Cl -10.0787 3.0647 3.6013
Cl -9.7721 5.7590 4.6482
H -10.7293 5.0893 2.6227
C 6.1267 -0.2730 -12.3317
Cl 6.1413 1.3093 -13.1090
Cl 4.6152 -1.1176 -12.6519
Cl 7.5144 -1.2378 -12.8385
H 6.1987 -0.1192 -11.2633
C 7.3765 -4.7086 1.2174
Cl 8.5902 -5.8668 0.6648
Cl 5.9312 -5.5304 1.7913
Cl 8.0430 -3.6475 2.4568
H 7.0936 -4.0928 0.3750
C 3.9196 -4.5247 7.1716
Cl 3.2092 -4.8164 5.5880
Cl 4.8794 -3.0431 7.1771
Cl 2.6731 -4.4677 8.4208
H 4.5808 -5.3495 7.3998
C 0.4860 -7.2634 -4.3985
Cl 1.0901 -6.0667 -3.2539
Cl -0.5965 -8.4077 -3.6078
Cl -0.3171 -6.4702 -5.7551
H 1.3309 -7.8145 -4.7887
C -13.1344 5.9623 -0.0408
Cl -12.4099 6.3949 1.5160
Cl -13.3808 7.3951 -1.0298
Cl -12.1398 4.7716 -0.8735
H -14.0995 5.5173 0.1593
```

Formula: C24H29F3N10OW
Source: the Open Molecules 2025 dataset
Level of theory: wB97M-V/def2-TZVPD

Summary:
**Net charge**: +2

```
68
C24H29F3N10OW (wB97M-V/def2-TZVPD)
W 0.1261 0.0419 -0.1927
N -1.8388 -1.2642 -0.4390
C -2.1035 -1.6976 -1.8326
C -0.8243 -2.2142 -2.4522
N 0.2389 -1.2146 -2.2296
H -1.9005 -2.0687 0.1811
H -2.5966 -0.6577 -0.1410
H -2.4785 -0.8342 -2.3841
H -2.8680 -2.4748 -1.8592
H -0.9923 -2.4284 -3.5092
H -0.5271 -3.1536 -1.9911
H 0.1665 -0.4714 -2.9178
H 1.1734 -1.6030 -2.3090
N -1.2316 -2.4005 2.1810
C -0.9764 -1.2292 2.8174
N -1.3332 -1.1755 4.0794
C -1.0794 -0.0358 4.7244
N -1.3717 0.0493 6.0132
N -0.4969 1.0335 4.1370
C -0.2228 0.9103 2.8732
N -0.4362 -0.1956 2.0929
C 0.3563 2.0882 2.2152
C 0.6290 3.2536 2.9102
C 1.1547 4.3265 2.2096
C 1.3816 4.1907 0.8503
C 1.0825 2.9912 0.2332
N 0.5783 1.9542 0.9064
H -1.4596 -3.1555 2.8148
H -0.5493 -2.6446 1.4952
H -1.9374 -0.6715 6.4336
H -1.3308 0.9488 6.4656
H 0.4295 3.3007 3.9693
H 1.3829 5.2536 2.7175
H 1.7907 5.0004 0.2631
H 1.2567 2.8338 -0.8191
F 5.0401 -5.4798 -0.0223
C 4.0454 -5.5395 0.8674
F 3.4397 -6.7224 0.7504
F 4.5731 -5.4514 2.0926
C 3.0732 -4.3984 0.6374
C 1.7408 -4.6306 0.3417
C 0.9201 -3.5381 0.1405
N 1.3292 -2.2601 0.2148
C 2.6287 -2.0620 0.4961
C 3.5233 -3.0944 0.7142
H 1.3482 -5.6341 0.2619
H -0.1165 -3.7140 -0.1257
H 2.9540 -1.0327 0.5201
H 4.5590 -2.8716 0.9325
O 1.7667 0.3078 -0.6991
C 1.1636 2.0335 -3.3019
C -0.2159 2.5958 -3.0840
C -0.6332 3.6539 -3.8817
C -1.8866 4.2255 -3.7318
C -2.7591 3.7420 -2.7686
C -2.3938 2.6864 -1.9480
C -3.3544 2.1994 -0.9005
C -1.1108 2.1159 -2.1088
N -0.7184 1.1302 -1.2177
H 1.6733 2.6118 -4.0688
H 1.1540 0.9993 -3.6588
H 1.7907 2.0391 -2.4089
H 0.0429 4.0362 -4.6354
H -2.1835 5.0499 -4.3658
H -3.7368 4.1910 -2.6499
H -4.2520 2.8139 -0.8954
H -2.9170 2.2337 0.1003
H -3.6800 1.1775 -1.1039
```

| no. | gap between HOMO and LUMO (hartree) | electronic energy (hartree) |
| --- | --- | --- |
| 1 | 0.3281 | -24183.52664 |
| 2 | 0.2723 | -1921.13820 |